# 1
# C5H6O

The molecule C5H6O in a non-equilibrium geometry (ωB97M-V/def2-TZVPD, the OMol25 dataset).

LUMO energy in eV: 1.08
Kohn-Sham gap in eV: 9.6
HOMO energy in eV: -8.53

Geometry (Å):
C (0.73, 0.51, -1.07)
C (0.23, 0.96, 0.19)
C (0.02, -0.79, 1.32)
C (-0.58, -1.10, 0.21)
C (-0.75, 0.07, -0.63)
H (0.94, 1.39, -1.69)
H (1.69, -0.26, -1.32)
H (-0.03, 2.03, 0.45)
H (0.26, -1.63, 2.14)
H (-1.14, -1.99, 0.12)
H (-1.85, 0.34, -1.07)
O (0.47, 0.47, 1.34)


# 2
# C5H6O

The molecule C5H6O in a non-equilibrium geometry (ωB97M-V/def2-TZVPD, the OMol25 dataset).

LUMO energy (spin up / spin down) in eV: 0.36 / 0.37
Kohn-Sham gap (spin up / spin down) in eV: 7.3 / 7.3
HOMO energy (spin up / spin down) in eV: -6.95 / -6.95

Geometry (Å):
O (0.93, 0.16, 2.23)
C (1.11, 0.07, 1.09)
C (1.24, 0.46, -0.34)
C (-0.12, 0.98, -0.33)
C (-1.18, 0.04, -0.22)
C (-1.04, -1.31, -0.27)
H (1.53, -0.37, -0.99)
H (2.02, 1.24, -0.36)
H (-0.28, 2.04, -0.16)
H (-2.17, 0.44, 0.02)
H (-1.89, -1.96, -0.08)
H (-0.13, -1.80, -0.59)


# 3
# C5H6O

The molecule C5H6O in a non-equilibrium geometry (ωB97M-V/def2-TZVPD, the OMol25 dataset).

LUMO energy in eV: 0.67
Kohn-Sham gap in eV: 10.4
HOMO energy in eV: -9.71

Geometry (Å):
C (-0.60, -1.54, 1.17)
C (-0.04, -0.96, -0.03)
C (0.44, -0.62, -1.09)
C (0.78, 0.68, -1.69)
O (1.27, 0.92, -2.75)
C (0.20, 1.63, -0.25)
H (-1.62, -1.20, 1.35)
H (-0.60, -2.62, 1.03)
H (0.00, -1.30, 2.06)
H (-0.80, 1.23, -0.37)
H (0.91, 1.13, 0.38)
H (0.06, 2.65, 0.18)


# 4
# C5H6O

The molecule C5H6O (ωB97M-V/def2-TZVPD, the OMol25 dataset).

LUMO energy in eV: 0.99
Kohn-Sham gap in eV: 10.3
HOMO energy in eV: -9.30

Geometry (Å):
O (0.66, -0.95, 1.63)
C (0.16, 0.27, 1.20)
C (0.75, 1.05, 0.08)
C (-0.65, 0.45, -0.08)
C (-0.83, -0.60, -1.04)
C (-0.98, -1.45, -1.89)
H (1.29, -1.28, 0.98)
H (-0.22, 0.83, 2.05)
H (1.52, 0.55, -0.51)
H (0.86, 2.12, 0.15)
H (-1.48, 1.14, 0.00)
H (-1.12, -2.19, -2.64)


# 5
# C5H6O

The molecule C5H6O (ωB97M-V/def2-TZVPD, the OMol25 dataset).

LUMO energy in eV: -0.37
Kohn-Sham gap in eV: 7.7
HOMO energy in eV: -8.09

Geometry (Å):
C (-0.57, -1.30, -0.38)
C (0.35, 0.82, 0.25)
C (-0.56, 1.93, 0.21)
O (0.78, 1.89, 0.86)
C (0.65, -0.50, 0.02)
C (2.00, -0.91, 0.20)
H (-0.64, -2.19, 0.25)
H (-0.52, -1.60, -1.42)
H (-1.49, -0.72, -0.23)
H (-1.40, 1.98, 0.90)
H (-0.60, 2.61, -0.64)
H (2.01, -2.02, 0.00)


# 6
# C5H6O

The molecule C5H6O in a non-equilibrium geometry (ωB97M-V/def2-TZVPD, the OMol25 dataset).

LUMO energy in eV: 0.99
Kohn-Sham gap in eV: 10.2
HOMO energy in eV: -9.19

Geometry (Å):
O (-1.12, 2.31, 0.08)
C (-0.65, 1.21, 0.02)
C (-1.09, -0.13, -0.62)
C (0.00, -0.80, 0.27)
C (1.41, -0.22, -0.21)
C (0.48, 0.53, 0.71)
H (-2.11, -0.39, -0.31)
H (-1.03, -0.17, -1.72)
H (-0.10, -1.72, 0.82)
H (1.08, -0.76, -1.08)
H (2.29, -0.57, 0.31)
H (0.84, 0.69, 1.72)


# 7
# C5H6O

The molecule C5H6O (ωB97M-V/def2-TZVPD, the OMol25 dataset).

LUMO energy in eV: 1.08
Kohn-Sham gap in eV: 9.7
HOMO energy in eV: -8.66

Geometry (Å):
C (0.72, 0.68, 1.45)
C (0.06, 0.05, 0.27)
C (-0.35, -1.24, 0.16)
O (-0.79, -1.51, -1.10)
C (-0.67, -0.35, -1.80)
C (-0.18, 0.64, -1.02)
H (0.57, 0.06, 2.34)
H (0.33, 1.68, 1.65)
H (1.79, 0.76, 1.28)
H (-0.43, -2.04, 0.88)
H (-1.02, -0.41, -2.82)
H (-0.02, 1.68, -1.28)


# 8
# C5H6O

A structure of composition C5H6O in a non-equilibrium geometry (ωB97M-V/def2-TZVPD, the OMol25 dataset).

LUMO energy in eV: 1.16
Kohn-Sham gap in eV: 8.3
HOMO energy in eV: -7.15

Geometry (Å):
C (1.11, -0.33, -0.47)
C (0.60, 0.99, 0.02)
C (-1.42, 0.35, -0.26)
O (-1.20, -0.95, -0.61)
C (-0.08, -0.97, 0.29)
C (-0.44, 0.43, 0.90)
H (2.07, -0.72, -0.12)
H (1.06, -0.46, -1.56)
H (1.08, 1.97, 0.02)
H (-2.10, 0.86, -0.96)
H (0.01, -1.91, 0.82)
H (-0.70, 0.74, 1.91)


# 9
# C5H6O

The molecule C5H6O in a non-equilibrium geometry (ωB97M-V/def2-TZVPD, the OMol25 dataset).

LUMO energy in eV: 0.90
Kohn-Sham gap in eV: 9.1
HOMO energy in eV: -8.19

Geometry (Å):
O (1.12, 2.23, -0.49)
C (1.02, 1.06, -0.42)
C (-1.12, 0.54, 0.08)
C (-0.90, -0.89, 0.32)
C (0.40, -1.24, 0.26)
C (1.35, -0.21, -0.08)
H (-2.12, 0.90, -0.14)
H (-0.73, 1.14, 0.93)
H (-1.73, -1.59, 0.31)
H (0.74, -2.27, 0.37)
H (2.41, -0.39, -0.19)
H (-0.43, 0.72, -0.96)


# 10
# C5H6O

The molecule C5H6O in a non-equilibrium geometry (ωB97M-V/def2-TZVPD, the OMol25 dataset).

LUMO energy in eV: 0.56
Kohn-Sham gap in eV: 9.5
HOMO energy in eV: -8.95

Geometry (Å):
C (-0.11, 0.66, 0.66)
C (-1.02, 1.45, -0.02)
C (0.23, 0.40, -0.77)
C (0.10, 0.00, 2.00)
C (0.21, -0.75, -1.63)
O (-0.21, 1.62, -1.20)
H (-0.16, -1.03, 1.92)
H (-0.63, 0.60, 2.69)
H (1.08, 0.30, 2.19)
H (-0.72, -0.80, -2.23)
H (0.31, -1.75, -1.16)
H (0.92, -0.70, -2.43)


# 11
# C5H6O

The molecule C5H6O (ωB97M-V/def2-TZVPD, the OMol25 dataset).

LUMO energy in eV: 0.81
Kohn-Sham gap in eV: 9.9
HOMO energy in eV: -9.07

Geometry (Å):
O (2.68, -0.20, 0.93)
C (1.68, -0.28, 0.29)
C (0.75, -1.13, -0.47)
C (-1.81, 0.36, 0.37)
C (-0.65, 1.00, 0.29)
C (0.55, 0.42, -0.38)
H (0.07, -1.72, 0.15)
H (1.03, -1.61, -1.40)
H (-1.92, -0.64, -0.04)
H (-2.69, 0.82, 0.83)
H (-0.54, 2.01, 0.69)
H (0.88, 0.97, -1.26)


# 12
# C5H6O

The molecule C5H6O (ωB97M-V/def2-TZVPD, the OMol25 dataset).

LUMO energy in eV: 0.98
Kohn-Sham gap in eV: 10.0
HOMO energy in eV: -9.03

Geometry (Å):
C (-1.88, 0.08, -0.47)
C (-0.58, 0.77, -0.75)
C (0.67, 0.12, -0.48)
O (0.26, 0.14, -1.78)
C (1.58, -0.24, 0.37)
C (2.23, -0.59, 1.44)
H (-2.26, 0.36, 0.52)
H (-1.75, -1.00, -0.49)
H (-2.63, 0.37, -1.22)
H (1.91, -1.47, 2.00)
H (-0.58, 1.86, -0.79)
H (3.07, -0.02, 1.84)


The following ΔE to the lowest compared entry with this formula, charge and spin values (in kcal/mol) correspond, in order, to the records above: 85.9; 75.9; 89.2; 60.3; 122.3; 70.7; 6.8; 106.3; 52.0; 108.4; 47.1; 69.6.